(1)
Below is a cluster of 2 separate species, C3H5FOS in total in a non-equilibrium geometry, with properties calculated with ωB97M-V with the def2-TZVPD basis set.

Cartesian coordinates (Å):
1 C -0.6190 0.8757 0.1427
2 C 0.5940 -0.1172 0.7271
3 C -0.7275 -0.7758 0.2869
4 H -0.0550 0.6934 -1.9642
5 H -1.0508 1.3368 1.0461
6 H 0.5986 0.1617 1.8081
7 H 2.0913 -1.3985 -0.7937
8 H -1.5061 -1.1824 0.8734
9 O -0.5549 1.7834 -0.8183
10 F -0.6968 -1.4465 -0.9475
11 S 1.9264 0.0695 -0.3608

The calculation puts the energy relative to the best compared isomer or geometry (same formula, charge and spin) at 140.0 kcal per mole. Its total energy is -690.3666 hartree. Its max |F| is 0.1186 Eh/bohr. For the HOMO energy, the calculation gives -8.34 eV. For the frontier orbital gap, the calculation gives 7.31 eV.



(2)
Below is a structure of composition C13H11Cl2KN2O2S in a non-equilibrium geometry, with properties calculated with ωB97M-V with the def2-TZVPD basis set.

Cartesian coordinates (Å):
1 K 0.4802 -1.6783 2.1476
2 Cl 6.3915 1.2045 -1.4842
3 C 4.9105 0.4469 -0.9364
4 C 3.9286 0.0977 -1.8811
5 C 2.7642 -0.4900 -1.4853
6 Cl 1.5758 -0.9081 -2.6971
7 C 2.4597 -0.7880 -0.1024
8 O 1.3721 -1.3345 0.2290
9 C 3.4989 -0.4145 0.8217
10 C 3.4174 -0.6297 2.2518
11 O 2.5155 -1.1657 2.8923
12 C 4.6945 0.1948 0.3805
13 H 4.1002 0.3000 -2.9304
14 H 4.2967 -0.2530 2.8027
15 H 5.4486 0.4678 1.1114
16 C -5.1067 -0.6953 1.0529
17 C -3.8235 -0.1027 0.5686
18 C -3.5198 0.1436 -0.7290
19 C -2.2609 0.7274 -1.0060
20 N -1.3944 1.0480 -0.0699
21 C -1.6697 0.7883 1.2340
22 S -0.6133 1.0976 2.5000
23 N -2.8926 0.2056 1.5036
24 C -1.8402 1.0179 -2.4140
25 H -5.7694 -0.8988 0.2158
26 H -5.6103 -0.0108 1.7386
27 H -4.9225 -1.6296 1.5867
28 H -4.2200 -0.0941 -1.5156
29 H -3.0832 0.0599 2.4856
30 H -2.6084 0.7541 -3.1382
31 H -0.9245 0.4627 -2.6260
32 H -1.5949 2.0765 -2.5073

Its total energy is -2680.5272 hartree. Its max |F| is 0.0696 Eh/bohr. For the HOMO energy, the calculation gives -7.23 eV. For the frontier orbital gap, the calculation gives 6.87 eV.



(3)
Below is a structure of composition C3H6N4O in a non-equilibrium geometry, with properties calculated with ωB97M-V with the def2-TZVPD basis set.

Cartesian coordinates (Å):
1 C 2.0405 -0.0303 0.4300
2 C -2.1202 -0.6152 0.1203
3 C -0.3873 0.8530 -0.4678
4 H 1.2641 -0.1151 1.6148
5 H 2.8315 -0.9840 0.5704
6 H 2.5335 1.0898 0.3597
7 H -1.2139 -1.9646 -0.9140
8 H -3.0150 -0.9465 0.8937
9 H -0.6035 2.6661 -0.1830
10 N -0.0021 -0.4448 -0.7855
11 N -0.9497 -1.3126 -0.2383
12 N -1.8144 0.6566 -0.1269
13 N 0.0429 2.0446 -0.4880
14 O 1.3936 -0.8970 -0.7856

The calculation puts the energy relative to the best compared isomer or geometry (same formula, charge and spin) at 192.1 kcal per mole. Its total energy is -411.9028 hartree. Its max |F| is 0.1127 Eh/bohr. For the HOMO energy, the calculation gives -8.71 eV. For the frontier orbital gap, the calculation gives 9.10 eV.